40 unconnected molecules or ions with the total composition H80O40 in a non-equilibrium geometry, computed with wB97M-V/def2-TZVPD.

Geometry as XYZ:
```
120
Properties=species:S:1:pos:R:3:forces:R:3
H 0.899 0.446 -3.639 0.094 -0.385 -0.035
H -0.649 2.613 -4.479 1.898 -1.467 -0.910
H -0.350 -3.628 2.130 0.729 2.614 3.781
H 1.798 -0.692 0.815 -1.570 -0.993 1.360
H 4.355 3.636 -3.682 1.226 -0.077 0.496
H 0.388 1.232 2.721 2.356 -3.296 2.270
O 4.699 2.582 -1.792 0.599 -4.077 -1.019
H 2.790 3.146 -2.228 -0.797 -0.978 1.718
H -0.095 5.029 -0.236 0.125 5.485 -1.952
H 6.194 -2.848 0.882 2.539 0.215 -2.309
O 2.783 3.633 2.397 -0.411 -0.665 3.237
O 5.356 -3.008 1.214 -2.096 -1.110 -0.412
H -3.829 0.621 3.061 6.668 -2.537 -7.702
H 0.839 -2.847 6.388 0.525 -1.564 0.946
O -4.523 -2.495 -3.382 -2.764 4.116 -1.338
O 0.596 -1.236 -0.757 -0.155 -0.129 -1.302
H 0.569 1.745 0.740 1.613 -1.759 -2.218
H -3.209 -2.205 -1.296 1.316 -5.037 -4.246
H 4.834 2.628 -0.870 0.301 0.784 1.899
H 3.671 1.515 1.114 -0.349 -2.915 -2.043
H -1.810 -0.375 2.286 -3.064 -0.495 -2.041
H 0.735 -0.809 -1.640 0.323 -0.627 0.399
O 2.220 3.215 -1.352 1.129 1.509 -2.335
O -2.718 -5.311 0.096 -3.021 2.012 1.506
O -1.784 -2.073 3.925 -0.287 -2.305 1.106
H 3.994 -2.410 -5.027 0.539 -0.801 -1.265
O -5.261 1.594 0.748 -1.589 0.419 -1.305
H -1.356 2.222 -0.951 -0.014 -0.116 0.655
O 2.017 1.044 6.119 1.207 0.172 -0.295
H -3.630 -2.037 0.102 0.655 1.109 -1.713
H 3.219 0.005 0.730 -0.502 -0.718 1.114
H -2.173 -6.061 0.327 -0.098 -0.120 0.776
O -0.521 -4.036 1.353 -2.118 -0.237 -6.386
O -3.817 -4.086 2.867 4.636 4.391 2.614
O -0.020 4.196 0.026 3.121 -6.914 1.472
O -1.457 2.168 0.016 -0.112 0.440 0.120
H 4.686 -2.206 -3.560 -3.378 0.708 -2.421
H 0.051 -0.502 -0.456 -0.087 0.192 0.811
O -0.090 1.841 2.285 2.785 5.441 -1.871
O -4.376 0.785 3.669 -8.743 2.226 7.370
H 1.247 0.539 6.428 1.337 -0.455 0.286
H -0.264 -1.399 -6.062 0.304 1.879 1.692
H -6.219 -1.651 -0.770 -0.853 0.560 0.200
H 3.966 -5.334 -1.447 0.099 0.365 -0.509
H -0.699 3.447 -3.097 0.500 -0.468 -0.188
O 3.671 0.747 0.392 1.996 3.826 1.075
O 3.821 -2.032 -4.190 2.577 0.353 3.686
H -2.232 -3.859 -2.464 1.038 0.208 -0.149
H 2.725 3.658 1.496 0.404 0.529 -4.143
H -3.262 3.176 3.332 0.646 0.188 -3.995
H -3.998 -2.228 -2.654 0.424 -0.388 0.125
O 3.668 -4.558 -1.956 1.700 -1.283 -1.344
O 0.412 5.515 3.273 -0.768 2.928 -1.548
H -4.836 0.622 -3.579 -6.670 -0.760 -8.827
O 1.336 5.789 -2.582 1.970 6.557 8.626
H 0.883 1.544 -2.583 -0.433 -1.715 0.140
H -1.359 0.015 4.865 -0.670 0.361 0.469
O -1.116 3.168 -3.916 -2.263 2.169 1.212
O 3.413 3.597 -3.691 -1.044 0.953 -0.196
H 0.835 4.830 3.692 1.403 -2.487 1.571
H -3.388 -5.002 0.874 2.770 -1.804 -2.471
H 2.865 -0.246 -4.331 0.105 -1.658 -0.928
O -3.324 -1.547 -0.739 -1.644 3.645 6.530
O -4.326 0.667 -2.926 4.729 -0.140 12.060
H 3.223 3.148 -4.499 -0.369 -0.582 -0.816
O 2.736 0.680 -4.239 -0.923 3.876 -1.006
O 1.515 -0.946 1.757 0.575 -0.082 -0.565
H -2.481 1.885 -4.414 -0.858 -0.934 -1.373
H -1.989 0.591 -4.153 -1.464 -0.217 -1.413
H 2.729 -3.350 0.295 0.516 2.295 0.085
H -0.895 2.940 0.372 -1.669 -1.108 -1.008
H -0.513 5.320 3.233 -0.685 -0.374 -0.014
O -3.135 3.142 2.252 -2.050 -2.274 4.386
H 1.711 -1.886 1.978 -0.022 0.959 -0.795
H 2.257 5.987 -2.296 -1.132 -0.662 -1.460
H -5.152 -0.771 -0.706 2.734 0.610 -0.159
H 2.942 0.624 6.140 -2.737 0.294 0.132
H -4.918 0.402 -2.093 1.802 0.945 -3.008
H 1.149 5.278 -3.227 -0.761 -5.606 -7.233
H 1.868 3.352 2.545 -0.039 -0.045 0.667
H -0.423 -2.142 5.900 -0.603 -0.387 -0.223
H -3.755 2.319 2.154 1.446 2.369 -0.216
H -4.513 -3.382 -3.606 0.740 -2.176 0.082
O 0.526 -2.095 5.942 0.120 2.060 -0.920
H -2.813 -3.745 2.600 -3.302 -1.742 0.142
O -0.786 0.338 4.168 2.295 -1.241 1.585
H 5.297 -2.654 -1.515 -0.608 -2.766 -0.082
H -4.463 1.771 0.253 0.650 0.251 -0.225
O 1.119 1.249 -0.027 -5.859 -4.594 7.387
H 0.848 3.680 -0.273 -2.642 2.304 0.386
O 0.533 0.624 -2.767 -0.197 1.932 0.112
H 1.517 1.829 -0.500 4.346 5.768 -4.739
H -0.932 -3.349 0.649 1.647 -2.168 2.781
H -2.694 -2.545 4.019 2.748 3.273 -0.540
H 1.777 -4.434 0.375 -1.512 -0.540 0.245
O -2.563 0.995 -4.890 2.346 1.010 2.705
O 3.140 -0.535 3.861 -2.936 -0.968 0.911
O -2.782 -0.610 1.986 5.474 -1.546 18.717
H 2.243 4.187 -1.441 -0.670 -0.199 0.632
H 4.631 1.534 -1.784 0.000 2.937 -0.654
H 2.526 -0.384 3.069 1.180 -0.293 1.131
H -0.923 1.559 2.166 -4.804 -1.302 -0.593
H 5.553 -2.636 2.034 -0.577 0.921 2.932
H 4.344 -1.529 -1.030 -4.378 0.514 1.541
H -3.337 -4.681 -1.993 -0.585 -1.429 1.686
O -0.164 -0.628 -5.400 1.923 -3.207 -1.390
H 2.227 1.176 -4.971 1.360 -2.353 1.351
H -0.922 -0.117 -5.540 -2.184 1.441 -0.442
H 2.456 -0.927 4.539 2.051 1.060 -1.801
H -2.917 -0.520 1.222 -2.271 2.617 -17.840
H -5.294 0.711 3.269 1.869 0.158 0.615
O -3.067 -4.208 -2.747 0.949 -0.320 -0.755
H -3.753 -3.412 3.734 -1.807 -3.189 -3.201
H -1.535 -1.139 3.671 -1.541 -1.456 0.504
H 0.117 0.057 4.585 -1.814 0.795 -1.334
O 5.147 -1.771 -1.322 5.021 2.216 -1.795
H -5.974 1.780 0.058 1.255 -0.508 1.558
H 3.048 -4.236 -1.334 -1.129 0.701 0.893
O 2.706 -4.273 0.369 0.276 -1.482 0.662
O -6.043 -0.740 -0.457 -2.077 -1.430 -0.135
```
Forces are in eV/Å.

As for the maximum force: 19.6 eV/A. The energy above the lowest of the compared OMol25 structures with the same formula, charge and spin comes out at 1848.4 kJ/mol. As for the lowest unoccupied orbital energy: -0.53 eV. Its spin multiplicity is 1. The calculation puts the frontier orbital gap at 9.0874 eV.

Löwdin population analysis, charges in e, atoms 1 to 6: -0.0116 -0.0013 -0.0531 0.0445 0.0540 -0.0194